Below is a molecular structure, C25H26LiN4O2P, with properties calculated with wB97M-V/def2-TZVPD.

Properties
Energy above the lowest of the compared OMol25 structures with the same formula, charge and spin = 6.0 kcal/mol
DFT total energy = -45897.908 eV
Gap between HOMO and LUMO = 8.08 eV
Maximum force = 1.04 eV Å⁻¹
Lowest unoccupied orbital energy = 0.16 eV

Cartesian coordinates (Å):
Li -0.074 -1.907 1.120
O -1.873 -3.530 -0.825
C -2.165 -2.478 -0.266
O -1.761 -2.107 0.904
C -2.977 -1.413 -0.961
C -4.006 -1.737 -1.835
C -4.751 -0.732 -2.427
C -4.464 0.601 -2.155
C -3.414 0.929 -1.315
C -2.652 -0.074 -0.717
P -1.244 0.349 0.385
C -2.208 1.158 1.726
C -3.014 0.330 2.513
C -3.741 0.853 3.570
C -3.669 2.207 3.868
C -2.885 3.036 3.083
C -2.163 2.520 2.015
C -0.439 1.723 -0.545
C -0.401 1.691 -1.941
C 0.463 2.517 -2.646
C 1.313 3.382 -1.973
C 1.307 3.405 -0.586
C 0.451 2.572 0.118
H -4.214 -2.780 -2.033
H -5.559 -0.982 -3.102
H -5.063 1.386 -2.598
H -3.180 1.968 -1.113
H -3.070 -0.726 2.287
H -4.366 0.200 4.165
H -4.226 2.613 4.703
H -2.833 4.096 3.300
H -1.586 3.193 1.396
H -1.043 1.006 -2.482
H 0.477 2.485 -3.729
H 1.982 4.029 -2.525
H 1.982 4.064 -0.054
H 0.481 2.571 1.202
C 2.290 -0.381 -0.059
N 1.987 -1.714 0.512
C 2.198 -2.718 -0.561
N 3.555 -2.676 -1.090
C 3.803 -1.331 -1.616
N 3.649 -0.307 -0.580
C 4.583 -0.603 0.507
N 4.350 -1.932 1.079
C 2.981 -1.980 1.575
C 4.490 -2.924 0.008
H 2.162 0.376 0.716
H 1.586 -0.164 -0.864
H 1.492 -2.523 -1.371
H 2.000 -3.714 -0.159
H 3.096 -1.130 -2.422
H 4.819 -1.285 -2.014
H 4.461 0.146 1.293
H 5.604 -0.552 0.125
H 2.867 -1.228 2.359
H 2.791 -2.969 2.000
H 4.308 -3.920 0.416
H 5.511 -2.888 -0.377

Cartesian forces (eV/Å) of the 3 atoms listed first:
0.685 0.298 -0.023
-0.175 0.159 -0.050
0.277 -0.165 0.167

Just the natural (NBO) charges please, in e? Sure, here they are:
1. Li 0.8958
2. O -0.6625
3. C 0.7429
4. O -0.9050
5. C -0.0456
6. C -0.2091
7. C -0.2004
8. C -0.2130
9. C -0.2013
10. C -0.3391
11. P 0.8072
12. C -0.2322
13. C -0.2436
14. C -0.1940
15. C -0.2159
16. C -0.2121
17. C -0.2432
18. C -0.3608
19. C -0.1724
20. C -0.2111
21. C -0.2172
22. C -0.2078
23. C -0.2285
24. H 0.2327
25. H 0.2139
26. H 0.2138
27. H 0.2184
28. H 0.2464
29. H 0.2130
30. H 0.2127
31. H 0.2117
32. H 0.2165
33. H 0.2172
34. H 0.2135
35. H 0.2151
36. H 0.2145
37. H 0.2135
38. C -0.0860
39. N -0.5525
40. C -0.0874
41. N -0.4593
42. C -0.0788
43. N -0.4629
44. C -0.0783
45. N -0.4621
46. C -0.0816
47. C -0.0798
48. H 0.2062
49. H 0.2182
50. H 0.2137
51. H 0.2049
52. H 0.2032
53. H 0.2002
54. H 0.1978
55. H 0.2011
56. H 0.1993
57. H 0.1992
58. H 0.1995
59. H 0.2014